1.
Below is C28H18BrIrN3O5 as an isolated structure, with properties calculated with wB97M-V/def2-TZVPD.

Structure (ORCA input):
```
! wB97M-V def2-TZVPD RIJCOSX def2/J DEFGRID3
* xyz -1 1
Ir 0.4560 0.1153 -0.0090
O -3.7844 1.6493 -0.3222
C -3.4829 2.9331 -0.0642
C -4.5444 3.8421 -0.0422
C -4.3196 5.1784 0.2136
C -3.0287 5.6435 0.4540
C -1.9773 4.7489 0.4332
C -2.1761 3.3909 0.1779
C -1.0202 2.4608 0.1599
O -1.2682 1.2071 -0.0921
N 0.1632 2.9389 0.3899
N 1.1735 1.9497 0.3253
C 2.3188 2.4930 0.5607
C 3.6411 1.8810 0.5234
C 4.6276 2.3971 1.3712
C 5.9160 1.8975 1.3685
C 6.2520 0.8706 0.4931
C 5.2987 0.3661 -0.3735
C 4.0049 0.8740 -0.3694
O 3.1204 0.4078 -1.2914
H -2.9383 1.1437 -0.2946
H -5.5395 3.4606 -0.2305
H -5.1564 5.8666 0.2266
H -2.8499 6.6917 0.6544
H -0.9636 5.0788 0.6147
H 2.2831 3.5463 0.8230
H 4.3586 3.1999 2.0480
H 6.6571 2.3065 2.0429
H 7.2577 0.4699 0.4818
H 5.5315 -0.4234 -1.0761
N 1.1803 -5.7493 0.4181
C 1.3706 -4.6356 0.1958
C 1.6424 -3.2630 -0.1206
C 1.7224 -2.8744 -1.5097
C 2.0194 -1.6085 -1.8421
C 2.2114 -0.5902 -0.8253
C 2.1549 -0.9777 0.5697
C 1.8671 -2.3598 0.8677
H 1.5398 -3.6209 -2.2714
H 2.1203 -1.3032 -2.8758
H 2.7159 -0.4358 1.3210
H 1.8432 -2.6770 1.9022
Br -1.9906 -4.4520 2.3163
C -2.8125 -4.0139 0.6660
C -3.8419 -4.8479 0.2495
C -4.4805 -4.6138 -0.9565
C -4.0784 -3.5545 -1.7573
C -3.0396 -2.7409 -1.3417
C -2.3950 -2.9448 -0.1212
C -1.3127 -1.9697 0.2677
O -1.0936 -1.6672 1.4386
O -0.6663 -1.4577 -0.7374
H -4.1335 -5.6793 0.8762
H -5.2876 -5.2646 -1.2692
H -4.5694 -3.3656 -2.7034
H -2.6965 -1.9183 -1.9543
*
```

Summary:
Gap between HOMO and LUMO   0.260 Ha
Lowest unoccupied orbital energy   2.41 eV
Energy above the lowest of the compared OMol25 structures with the same formula, charge and spin   1.8464 eV


2.
Below is C46H58Cl2MgN4O4PS2SeSi as an isolated structure, with properties calculated with wB97M-V/def2-TZVPD.

Structure (ORCA input):
```
! wB97M-V def2-TZVPD RIJCOSX def2/J DEFGRID3
* xyz -1 1
Mg -0.8762 -0.0995 0.2715
Cl -2.4262 -1.8140 -0.8102
C -3.8209 -1.0239 -1.4824
C -4.9144 -1.8449 -1.6841
C -6.0461 -1.3265 -2.2772
C -6.0715 -0.0061 -2.6808
C -4.9642 0.8017 -2.4663
Cl -5.0680 2.4349 -3.0220
C -3.8118 0.3300 -1.8266
S -2.3792 1.3631 -1.5599
H -4.8699 -2.8797 -1.3662
H -6.9129 -1.9583 -2.4306
H -6.9424 0.4102 -3.1701
O 1.1803 -1.8480 -0.7291
N 0.4715 -1.7975 0.5306
C -0.0278 -3.1612 0.6721
C -0.8919 -3.6451 1.6241
C -1.0539 -5.0951 1.6471
C -1.7002 -5.7534 2.6421
C -2.3144 -5.0575 3.7220
C -2.2945 -3.6898 3.6785
C -1.6525 -2.9499 2.6542
P -1.9452 -1.1972 2.5511
C -1.8599 -0.5998 4.2954
C -2.7840 0.2489 4.8935
C -2.6121 0.6757 6.2069
C -1.5100 0.2661 6.9418
C -0.5760 -0.5800 6.3534
C -0.7519 -1.0066 5.0456
C -3.7463 -1.0196 2.1543
C -4.5629 -2.1277 1.9251
C -5.8849 -1.9619 1.5272
C -6.4103 -0.6880 1.3372
C -5.6046 0.4232 1.5471
C -4.2848 0.2551 1.9539
H 1.3384 -0.9029 -0.9449
H 0.4570 -3.8474 -0.0070
H -0.6002 -5.6584 0.8362
H -1.7535 -6.8375 2.6070
H -2.8040 -5.5882 4.5285
H -2.8228 -3.1386 4.4512
H -3.6537 0.5874 4.3456
H -3.3501 1.3324 6.6540
H -1.3792 0.5983 7.9654
H 0.2865 -0.9152 6.9161
H -0.0364 -1.6946 4.6066
H -4.1513 -3.1225 2.0509
H -6.5060 -2.8354 1.3563
H -7.4403 -0.5628 1.0197
H -5.9917 1.4235 1.3845
H -3.6633 1.1305 2.0944
C 2.5205 -3.4360 2.6867
C 2.7075 -2.2698 1.7130
C 3.8782 -1.3921 2.1550
C 1.4589 -1.3979 1.5827
H 3.4543 -3.9972 2.7940
H 1.7378 -4.1172 2.3555
H 2.2408 -3.0611 3.6793
H 2.9268 -2.6690 0.7215
H 3.7358 -1.0504 3.1868
H 3.9766 -0.5088 1.5170
H 4.8189 -1.9499 2.1153
H 1.7571 -0.3713 1.3454
H 0.9137 -1.3834 2.5300
Se -3.8201 4.0530 -0.6224
N -2.8866 4.8704 0.6977
C -2.1286 3.9644 1.3121
C -1.3153 4.2144 2.4389
C -0.5100 3.2063 2.9559
C -0.4788 1.9665 2.3664
N -1.2495 1.6864 1.2794
C -2.0545 2.6175 0.7999
N -2.9624 2.3464 -0.2705
H -1.3176 5.2119 2.8618
H 0.1173 3.3891 3.8208
H 0.1606 1.1744 2.7344
C 2.6865 4.3180 -1.3069
C 2.6436 4.0831 -2.8144
C 3.9518 4.5447 -3.4496
C 1.4544 4.8065 -3.4271
O 2.4947 2.6996 -3.1483
Si 2.4765 1.2954 -2.2997
S 0.9659 1.2975 -0.8879
O 3.9370 1.0658 -1.5696
C 5.0777 0.2605 -1.8726
C 4.7226 -1.2160 -1.7276
C 6.1360 0.6451 -0.8488
C 5.5798 0.5677 -3.2824
O 2.3233 0.1172 -3.4365
C 1.4791 -0.0097 -4.5871
C 0.0496 0.3907 -4.2297
C 2.0116 0.8563 -5.7251
C 1.5350 -1.4783 -4.9741
H 2.9112 5.3711 -1.1146
H 3.4639 3.7017 -0.8420
H 1.7340 4.0675 -0.8369
H 4.0904 5.6216 -3.3146
H 3.9482 4.3173 -4.5190
H 4.7929 4.0197 -2.9860
H 1.5086 5.8804 -3.2240
H 0.5274 4.4161 -2.9985
H 1.4337 4.6504 -4.5093
H 4.3162 -1.4043 -0.7294
H 5.6133 -1.8338 -1.8693
H 3.9671 -1.5029 -2.4617
H 5.7826 0.4168 0.1593
H 6.3389 1.7174 -0.9098
H 7.0648 0.0969 -1.0304
H 4.8132 0.3162 -4.0189
H 6.4808 -0.0127 -3.4984
H 5.8156 1.6317 -3.3737
H -0.0026 1.4545 -3.9767
H -0.2897 -0.1797 -3.3607
H -0.6211 0.1944 -5.0713
H 2.0489 1.9006 -5.4142
H 1.3664 0.7634 -6.6036
H 3.0216 0.5380 -5.9983
H 1.1617 -2.0950 -4.1523
H 2.5679 -1.7682 -5.1836
H 0.9284 -1.6656 -5.8647
*
```

Summary:
Gap between HOMO and LUMO   0.201 Ha
Lowest unoccupied orbital energy   2.09 eV
Energy above the lowest of the compared OMol25 structures with the same formula, charge and spin   0.8239 eV


3.
Below is C17H12ClN5O2S in the gas phase, with properties calculated with wB97M-V/def2-TZVPD.

Structure (ORCA input):
```
! wB97M-V def2-TZVPD RIJCOSX def2/J DEFGRID3
* xyz 0 1
C -1.9875 2.5963 1.5902
N -0.7045 1.8232 1.5595
N 0.2764 1.8083 2.4593
C 1.3489 1.3195 1.9785
C 2.5350 1.2654 2.8280
C 2.4503 1.4565 4.2058
C 3.5911 1.3758 4.9502
C 4.8299 1.1681 4.4677
Cl 6.0508 1.0339 5.5489
C 4.9886 1.1044 3.0701
C 3.7717 1.1334 2.2813
S 1.1429 0.3823 0.5218
C -0.3755 1.1468 0.3770
N -1.1999 1.0475 -0.6009
C -0.9024 0.0708 -1.6085
C 0.2586 -0.0435 -2.3729
C 0.2509 -0.8902 -3.4788
C -0.7778 -1.6186 -3.8757
C -1.9536 -1.6065 -3.0421
C -3.0661 -2.5759 -3.4545
N -4.2606 -2.4273 -2.9459
C -5.1135 -3.2986 -3.5707
O -6.2570 -3.5628 -3.2283
O -4.3377 -4.0265 -4.4157
N -3.0384 -3.5854 -4.3282
C -1.9924 -0.8049 -1.9152
H -2.2807 3.1143 0.6446
H -2.8255 1.8792 1.7647
H -1.8662 3.3815 2.3260
H 1.6240 1.7244 4.6784
H 3.6514 1.4550 6.0243
H 5.9186 0.8198 2.6132
H 3.8472 0.9046 1.2273
H 1.0600 0.6355 -2.2139
H 1.2318 -1.0190 -3.8903
H -0.6446 -2.3872 -4.5531
H -2.2621 -4.2365 -4.1507
H -2.9820 -0.5638 -1.4714
*
```

Summary:
Gap between HOMO and LUMO   0.296 Ha
Lowest unoccupied orbital energy   -0.17 eV
Energy above the lowest of the compared OMol25 structures with the same formula, charge and spin   0.0000 eV
Structure (SMILES)   Cn1nc(-c2ccc(Cl)cc2)s/c1=N\c1cccc(-c2nc(=O)o[nH]2)c1


4.
Below is a 2-piece molecular cluster, C5H17N2O overall, with properties calculated with wB97M-V/def2-TZVPD.

Structure (ORCA input):
```
! wB97M-V def2-TZVPD RIJCOSX def2/J DEFGRID3
* xyz 2 2
C 2.6094 -0.3009 0.5650
C 1.3667 0.6472 0.5510
C 0.1407 0.0771 1.3073
C -1.1088 0.9659 1.2739
C -1.8327 1.1848 -0.0263
N -2.5431 -0.1532 -0.5313
N 2.3162 -1.5741 -0.0037
H 3.3909 0.1782 -0.0195
H 2.9028 -0.4587 1.6214
H 1.6341 1.6172 0.9734
H 1.1087 0.9220 -0.4741
H 0.4912 0.1439 2.3378
H -0.1241 -0.8798 0.8641
H -1.8100 0.7028 2.0691
H -0.8600 1.9541 1.6791
H -2.6838 1.8548 -0.0636
H -1.1790 1.3927 -0.8697
H -3.5439 0.0358 -0.5248
H -2.1650 -0.4513 -1.4392
H -2.4065 -0.8416 0.1935
H 1.9053 -2.2942 0.6095
H 3.1311 -2.0858 -0.3697
H -0.0329 -0.7288 -1.7882
H -0.0553 -0.8032 -3.2227
O -0.6334 -0.5403 -2.4851
*
```

Summary:
Gap between HOMO and LUMO (alpha / beta)   0.469 / 0.259 Ha
Lowest unoccupied orbital energy (alpha / beta)   -6.67 / -12.37 eV
Energy above the lowest of the compared OMol25 structures with the same formula, charge and spin   1.2521 eV


5.
Below is C5H6S in the gas phase, with properties calculated with wB97M-V/def2-TZVPD.

Structure (ORCA input):
```
! wB97M-V def2-TZVPD RIJCOSX def2/J DEFGRID3
* xyz 0 1
C -0.9693 1.4141 -0.9741
C -0.9754 0.4258 -0.1108
C 0.1729 -0.4058 0.3499
C -0.1397 -1.5445 0.9960
C 1.6030 0.1222 0.0417
S 2.8585 -0.7301 -0.4232
H -1.8848 2.0147 -1.3084
H 0.0523 1.6654 -1.4331
H -1.8899 -0.0108 0.2802
H 0.6466 -2.2518 1.3633
H -1.1731 -1.9147 1.0700
H 1.6991 1.2155 0.1487
*
```

Summary:
Gap between HOMO and LUMO   0.302 Ha
Lowest unoccupied orbital energy   -0.58 eV
Energy above the lowest of the compared OMol25 structures with the same formula, charge and spin   1.3976 eV
Structure (SMILES)   C=CC(=C)C=S


6.
Below is C29H37Cl4N3O5PSY as an isolated structure, with properties calculated with wB97M-V/def2-TZVPD.

Structure (ORCA input):
```
! wB97M-V def2-TZVPD RIJCOSX def2/J DEFGRID3
* xyz -2 1
Y 0.6803 -0.9704 0.7777
C 0.2933 0.9683 3.4685
C 0.4376 -0.4191 3.5712
C -0.6876 -1.0266 2.9470
C -1.5593 0.0137 2.5410
C -0.9470 1.2410 2.8331
C -1.4769 2.6009 2.4999
C -2.9004 -0.2014 1.9078
C -1.0939 -2.4663 3.1282
C 1.4975 -1.1361 4.3549
C 1.3347 1.9790 3.8378
H -2.0050 2.6086 1.5460
H -0.6725 3.3337 2.4054
H -2.1738 2.9971 3.2521
H -2.8533 -0.8402 1.0210
H -3.3434 0.7489 1.6001
H -3.6162 -0.6714 2.5967
H -0.3709 -3.1998 2.7544
H -2.0261 -2.6721 2.5995
H -1.2514 -2.6944 4.1917
H 1.5545 -2.1935 4.0931
H 1.3055 -1.0673 5.4350
H 2.5007 -0.7423 4.1758
H 1.8915 1.6800 4.7301
H 0.8943 2.9577 4.0490
H 2.0717 2.1210 3.0395
O -1.9372 -2.4604 -1.8011
C -0.8391 -2.7654 -1.3275
O -0.4957 -2.5789 -0.0981
C 0.1802 -3.4264 -2.2202
C -0.2927 -4.4976 -2.9751
C 0.5375 -5.2074 -3.8255
C 1.8649 -4.8009 -3.9327
C 2.3283 -3.7200 -3.2106
C 1.5115 -2.9890 -2.3281
S 2.1868 -1.5876 -1.5059
H -1.3404 -4.7537 -2.8880
H 0.1607 -6.0484 -4.3940
H 2.5446 -5.3307 -4.5927
H 3.3592 -3.4060 -3.3154
Cl 7.0683 1.7699 0.6791
C 5.7326 0.6902 0.9867
C 5.9435 -0.5859 1.4484
Cl 7.5632 -1.1628 1.7464
C 4.8486 -1.4275 1.6915
Cl 5.0859 -3.0543 2.2717
C 3.5339 -1.0196 1.4897
O 2.4992 -1.7850 1.6905
C 3.3147 0.3239 1.0055
O 2.0872 0.7190 0.7928
C 4.4199 1.1309 0.7686
Cl 4.1011 2.7471 0.1818
C -3.9536 0.3928 -1.1521
N -3.1119 1.5808 -1.0694
C -3.7558 2.7185 -0.4566
P -1.5052 1.3882 -1.3454
O -0.7568 0.4933 -0.4275
N -0.8758 2.9127 -1.2387
C 0.4709 3.1405 -0.7225
C -1.2504 3.8566 -2.2732
N -1.5048 0.7535 -2.8654
C -2.4462 1.0988 -3.9065
C -0.3990 -0.0502 -3.3655
H -4.4567 0.2553 -0.1914
H -3.3609 -0.5065 -1.3465
H -4.7129 0.5011 -1.9349
H -4.2463 2.4122 0.4735
H -4.5231 3.1324 -1.1252
H -3.0425 3.5022 -0.2231
H 0.7639 2.3815 -0.0021
H 0.4991 4.1223 -0.2441
H 1.1999 3.1187 -1.5387
H -2.2526 3.6568 -2.6476
H -0.5562 3.8188 -3.1233
H -1.2423 4.8759 -1.8743
H -3.3056 1.6346 -3.5181
H -2.8094 0.1845 -4.3862
H -1.9717 1.7163 -4.6796
H 0.3433 -0.2726 -2.5937
H 0.0934 0.4693 -4.1938
H -0.7810 -1.0109 -3.7222
*
```

Summary:
Gap between HOMO and LUMO   0.200 Ha
Lowest unoccupied orbital energy   4.02 eV
Energy above the lowest of the compared OMol25 structures with the same formula, charge and spin   0.4983 eV


7.
Below is C53H64BrClF3N2O29P2 as an isolated structure, with properties calculated with wB97M-V/def2-TZVPD.

Structure (ORCA input):
```
! wB97M-V def2-TZVPD RIJCOSX def2/J DEFGRID3
* xyz 1 1
C 6.3628 2.7805 1.9615
C 5.5734 1.4351 1.5800
P 3.7488 1.8693 1.3469
C 3.4124 3.5312 0.6099
C 4.2873 3.6758 -0.7651
C 2.6413 0.4240 0.9741
C 1.8167 0.1085 2.4018
Cl 1.6017 1.7860 3.1210
C 2.8085 -0.5993 3.4216
P 2.1191 -0.9917 5.1291
O 1.8558 -2.4966 5.3582
O 3.3672 -0.6154 6.2583
O 0.8023 -0.0445 5.5987
C 0.5577 -0.6575 1.7606
Br 0.7528 -2.5912 2.2759
C -0.7759 0.0640 2.3559
C -2.1203 -0.7528 2.1242
O -2.8454 -0.6895 3.3917
C -3.1103 -0.1595 1.0137
F -3.2808 -1.1226 -0.0079
F -4.4010 -0.0168 1.5915
F -2.7813 1.1115 0.5207
C 0.5124 -0.3285 0.1449
C -0.0470 -1.6754 -0.5235
C -0.6626 -1.4589 -2.0207
C -1.6109 -2.7448 -2.2510
O -2.7999 -2.6858 -2.5791
O -0.9810 -4.0139 -2.1095
N 1.8075 0.2711 -0.2967
C 2.6275 -0.7049 -1.1649
C 3.9845 -0.0896 -1.7328
C 5.1430 -1.2398 -1.7951
O 3.8414 0.4049 -3.1055
O 1.9278 1.4155 -1.0185
C 0.7840 1.9179 -1.7069
C -0.1336 2.9027 -0.7881
N 0.0617 4.3436 -1.1098
C -0.0475 5.2135 0.1120
C -1.5516 5.4860 0.6071
C -1.8927 7.0225 0.2644
O -1.5386 5.4163 2.0686
H 7.2303 2.5990 2.6765
H 6.7797 3.1967 0.9744
H 5.6064 3.5392 2.3586
H 5.6983 0.6188 2.3701
H 5.9733 1.0514 0.5821
H 2.3371 3.6927 0.2941
H 3.7554 4.3595 1.3188
H 5.2036 2.9803 -0.7322
H 3.6379 3.2592 -1.6154
H 4.6470 4.7351 -0.9485
H 3.3751 -0.4688 0.9625
H 3.3261 -1.5393 3.0057
H 3.6889 0.1184 3.6239
H 3.1464 0.3010 6.5624
H 0.3655 -0.4882 6.3648
H -0.8409 1.1631 2.0643
H -0.6040 0.0679 3.4944
H -1.9953 -1.8606 1.9141
H -3.3016 -1.5527 3.5271
H -0.4459 0.3081 0.1403
H -0.9444 -2.1199 0.0402
H 0.7043 -2.5186 -0.6117
H -1.2819 -0.5027 -2.0520
H 0.1249 -1.5313 -2.8356
H -1.5831 -4.5705 -1.5726
H 2.7144 -1.7360 -0.6989
H 1.9746 -0.8456 -2.1054
H 4.4298 0.7691 -1.1531
H 4.7440 -2.1498 -1.2445
H 5.3815 -1.4307 -2.8824
H 6.0739 -0.8076 -1.2843
H 3.3021 -0.2178 -3.6324
H 1.1670 2.6013 -2.5499
H 0.0991 1.1681 -2.2128
H -1.2352 2.6239 -0.8574
H 0.2642 2.7535 0.2823
H -0.7780 4.5990 -1.6640
H 0.5077 4.7656 1.0156
H 0.4747 6.2113 -0.1163
H -2.3211 4.7546 0.2008
H -2.3350 7.1064 -0.7891
H -0.9907 7.7038 0.4013
H -2.6473 7.3495 1.0676
H -1.5519 4.4842 2.3612
C 8.5856 -0.8656 -5.3314
C 9.2666 -0.6316 -6.4563
C 8.7784 0.3469 -7.4713
O 9.4345 0.5484 -8.4757
C 7.5067 1.0298 -7.2114
C 6.8261 0.7922 -6.0884
C 7.3283 -0.1647 -5.0633
O 6.6833 -0.3392 -4.0415
O 5.6435 1.4146 -5.8312
O 10.4312 -1.2736 -6.7218
H 8.9292 -1.5707 -4.5863
H 7.1542 1.7237 -7.9625
H 5.3538 1.0758 -4.9601
H 10.7253 -0.9311 -7.5884
C -6.3353 9.4366 -1.5510
C -5.1663 9.6117 -0.9313
C -4.9972 9.2919 0.5152
O -3.9089 9.4469 1.0419
C -6.1653 8.8020 1.2523
C -7.3357 8.6300 0.6334
C -7.4970 8.9240 -0.8194
O -8.5755 8.7374 -1.3545
O -8.4280 8.1794 1.3024
O -4.0795 10.0882 -1.5937
H -6.4704 9.6625 -2.6003
H -6.0341 8.5904 2.3049
H -9.1424 8.1402 0.6374
H -3.3648 10.1217 -0.9291
C 0.6956 -6.0117 4.5283
C 1.0483 -6.6824 3.4294
C 0.5197 -8.0475 3.1469
O 0.8511 -8.6200 2.1223
C -0.3841 -8.6519 4.1292
C -0.7352 -7.9835 5.2310
C -0.2284 -6.6074 5.5002
O -0.5847 -6.0210 6.5063
O -1.5697 -8.5304 6.1522
O 1.9062 -6.1465 2.5178
H 1.0709 -5.0182 4.7443
H -0.7465 -9.6499 3.9207
H -1.6680 -7.8526 6.8484
H 1.9994 -6.8229 1.8191
C -0.6939 -13.8714 3.0801
C -0.1059 -14.9956 2.6640
C 1.3771 -15.1523 2.6880
O 1.8769 -16.1990 2.3184
C 2.1804 -14.0197 3.1587
C 1.5921 -12.8951 3.5712
C 0.1084 -12.7492 3.5726
O -0.3937 -11.7124 3.9743
O 2.3223 -11.8352 4.0080
O -0.8342 -16.0437 2.2024
H -1.7683 -13.7458 3.0699
H 3.2554 -14.1391 3.1548
H 1.6684 -11.1516 4.2490
H -0.1808 -16.7305 1.9669
C -9.8556 6.5886 -3.5165
C -8.8941 6.0015 -4.2311
C -9.2137 5.0270 -5.3131
O -8.3083 4.5252 -5.9571
C -10.6234 4.7067 -5.5555
C -11.5859 5.2914 -4.8383
C -11.2669 6.2865 -3.7747
O -12.1722 6.8131 -3.1531
O -12.8964 5.0037 -5.0486
O -7.5792 6.2684 -4.0030
H -9.6362 7.2989 -2.7303
H -10.8412 3.9850 -6.3311
H -13.3887 5.5537 -4.4090
H -7.0893 5.7227 -4.6476
*
```

Summary:
Gap between HOMO and LUMO   0.248 Ha
Lowest unoccupied orbital energy   -3.28 eV
Energy above the lowest of the compared OMol25 structures with the same formula, charge and spin   8.3123 eV